#a
A 2-piece molecular cluster, C4H14N overall, computed with ωB97M-V/def2-TZVPD.

Properties
E_LUMO: -3.76 eV
HOMO-LUMO gap: 10.20 eV
charge: +1
E_HOMO: -13.962 eV

Each line ends with the natural charge from an NBO analysis.
Atoms and positions in Å:
C 0.21361 -3.15177 -0.64616  -0.607
C -0.89143 -3.66394 0.26324  -0.622
H 0.48230 -2.09368 -0.50442  0.167
H -0.17980 -3.00869 -1.66666  0.204
H 1.17277 -3.66358 -0.67692  0.224
H -0.47040 -3.65277 1.27739  0.203
H -1.80757 -3.09799 0.46168  0.210
H -1.16462 -4.66324 -0.07794  0.222
C 0.62569 3.63413 -0.12923  -0.393
N 0.74248 2.16105 0.37318  -0.502
C -0.57311 1.48629 0.18738  -0.443
H 1.65909 3.97249 -0.16677  0.230
H 0.25762 3.53614 -1.14332  0.241
H 0.11084 4.17621 0.64822  0.242
H 1.08388 2.25414 1.32957  0.437
H 1.53781 1.71546 -0.08666  0.440
H -0.93607 0.97881 1.08961  0.255
H -0.48649 0.86085 -0.69380  0.250
H -1.37661 2.22005 0.16160  0.242


#b
A 2-piece molecular cluster, C4H14N overall, computed with ωB97M-V/def2-TZVPD.

Properties
E_LUMO: -3.83 eV
HOMO-LUMO gap: 11.21 eV
charge: +1
E_HOMO: -15.034 eV

Each line ends with the natural charge from an NBO analysis.
Atoms and positions in Å:
C 0.39408 2.17199 -1.70575  -0.418
N 1.13363 1.63692 -0.52141  -0.671
H 0.84431 1.79971 -2.59957  0.244
H -0.64128 1.84825 -1.62100  0.242
H 0.37381 3.25532 -1.63307  0.242
H 2.12152 1.86841 -0.58796  0.449
H 0.90344 0.67011 -0.29533  0.462
H 0.79779 2.12764 0.31891  0.442
C -1.73749 -0.96361 0.88561  -0.623
C -0.27470 -1.03227 1.28506  -0.399
C 0.46410 -1.98461 0.33262  -0.638
H -2.36981 -0.24923 1.40980  0.225
H -2.21095 -1.93369 1.01652  0.234
H -1.83446 -0.80380 -0.19477  0.192
H -0.15317 -1.45945 2.27726  0.233
H 0.29514 -0.09871 1.33377  0.134
H 1.54671 -1.86435 0.32257  0.208
H 0.27821 -3.00851 0.66371  0.239
H 0.06911 -1.98012 -0.68696  0.203


#c
A 2-piece molecular cluster, C4H14N overall, computed with ωB97M-V/def2-TZVPD.

Properties
E_LUMO: -3.88 eV
HOMO-LUMO gap: 10.19 eV
charge: +1
E_HOMO: -14.077 eV

Each line ends with the natural charge from an NBO analysis.
Atoms and positions in Å:
C -0.25611 1.44782 0.08578  -0.221
C -1.28347 1.65179 -1.00039  -0.672
N -0.61495 2.18350 1.39292  -0.675
H -0.24741 0.39994 0.37364  0.240
H 0.76183 1.73613 -0.15492  0.238
H -2.15719 2.25991 -0.74399  0.230
H -1.76259 0.70820 -1.26725  0.255
H -0.55449 1.60010 2.23497  0.449
H 0.06626 2.94290 1.50900  0.447
H -1.54738 2.57262 1.36559  0.444
H -0.92982 2.03678 -1.95271  0.262
C 0.42977 -2.31890 -0.64697  -0.630
C 1.66608 -2.57544 0.18017  -0.623
H -0.48192 -2.62038 -0.13797  0.213
H 0.38569 -1.31997 -1.07463  0.182
H 0.33022 -3.02348 -1.48540  0.228
H 1.59257 -3.35101 0.93595  0.225
H 2.60505 -2.63980 -0.37755  0.222
H 1.99787 -1.69070 0.76374  0.185


Stability, highest: #b


#a
A 11-piece molecular cluster, C25H74NO21 overall, computed with ωB97M-V/def2-TZVPD.

Properties
E_LUMO: -2.13 eV
HOMO-LUMO gap: 9.52 eV
charge: +1
E_HOMO: -11.656 eV

Each line ends with the Löwdin charge.
Atoms and positions in Å:
C 2.20300 23.83900 47.28600  -0.011
N 1.80500 25.19600 47.59800  -0.273
C 1.04100 25.81000 46.30400  0.088
C 0.77600 25.02800 48.59800  -0.020
C 2.99400 26.01500 47.99700  -0.047
C 2.54200 27.45500 48.33600  -0.259
O 3.52900 28.02900 49.07300  -0.007
H 2.64500 23.33200 48.10400  0.095
H 3.05200 23.72200 46.55900  0.150
H 1.60700 23.28700 47.00000  -0.033
H 1.67600 26.21100 45.40200  0.147
H 0.58200 26.70600 46.70200  0.057
H 0.17200 25.17600 46.18700  0.087
H 1.17500 24.76400 49.64200  0.156
H 0.01300 24.44300 48.28400  0.061
H 0.26200 26.00900 48.83100  0.116
H 3.89300 25.99300 47.42500  0.125
H 3.21200 25.65400 48.96000  0.098
H 1.61200 27.50200 48.97400  0.134
H 2.21800 27.86900 47.46700  0.078
H 3.66400 28.94900 48.93300  0.047
C 7.32600 28.66100 45.87300  -0.158
C 6.14000 27.90700 46.47900  -0.237
O 5.93400 26.61400 45.92700  -0.069
O 7.47400 30.00300 46.49600  -0.145
H 7.15300 28.73500 44.83500  0.100
H 8.30400 28.35300 45.95200  0.093
H 5.19000 28.48500 46.44400  0.133
H 6.19000 27.81600 47.43700  0.041
H 5.51900 26.72500 45.01800  0.127
H 8.49000 30.34000 46.57500  0.173
C -2.80200 23.97100 44.55700  -0.249
C -2.79900 22.99700 43.49600  -0.249
O -1.84100 21.95200 43.71600  -0.018
O -3.63000 25.08300 44.20000  -0.008
H -1.68700 24.13800 44.68200  0.116
H -3.24000 23.60600 45.53700  0.152
H -2.66200 23.49400 42.50400  0.158
H -3.62200 22.51100 43.55900  0.068
H -0.99100 22.24500 43.58700  0.028
H -3.42100 25.38400 43.40000  -0.006
C -2.07700 29.06100 47.35700  -0.241
C -2.13000 28.26900 48.60100  -0.276
O -3.47300 28.24400 49.02200  -0.062
O -0.77100 28.99700 46.80300  -0.132
H -2.34600 30.06200 47.73200  0.144
H -2.51500 28.63100 46.46500  0.124
H -1.45900 28.46800 49.35000  0.102
H -1.98700 27.28600 48.32500  0.085
H -3.95300 27.86100 48.19500  0.145
H -0.54200 29.87900 46.33000  0.135
C 1.67800 30.75400 50.63200  -0.139
C 1.41500 30.99500 49.04500  -0.204
O 2.50200 31.70900 48.72200  -0.060
O 0.61000 29.92000 51.11200  0.007
H 1.92200 31.56100 51.21900  0.111
H 2.38800 30.23600 50.80700  -0.012
H 0.50600 31.36500 48.84900  0.079
H 1.46500 29.91500 48.64600  0.117
H 3.39100 31.32300 48.94900  0.075
H 0.73000 29.61600 51.88500  -0.078
C 5.51200 23.49600 49.11500  -0.305
C 4.87600 23.62300 50.48600  -0.185
O 5.47100 24.73100 51.17300  -0.082
O 5.13700 22.43400 48.43100  0.006
H 6.67700 23.37000 49.14200  0.163
H 5.60200 24.38300 48.58100  0.091
H 4.87000 22.81400 50.98600  0.052
H 3.74600 23.95400 50.38100  0.142
H 6.35300 24.59400 51.59800  0.128
H 5.35500 21.60400 48.66200  0.052
C 7.00700 29.77800 49.95300  -0.194
C 5.86900 30.80100 49.84200  -0.130
O 5.07600 30.46300 48.57700  -0.105
O 7.62200 29.87200 51.32600  -0.140
H 7.75900 30.04400 49.23800  0.099
H 6.61800 28.76700 49.85300  0.109
H 6.35900 31.83500 49.99100  0.162
H 5.12700 30.76200 50.51300  0.056
H 5.54300 30.71900 47.79800  0.058
H 6.81000 29.98800 52.03900  0.161
C -0.16800 28.61100 43.41800  -0.189
C -0.99800 27.32400 43.19900  -0.292
O -1.97100 27.69400 42.32800  -0.061
O 1.02500 28.22300 44.13200  -0.064
H -0.77000 29.38000 43.96600  0.126
H 0.24700 28.93200 42.47800  0.119
H -1.36500 27.06600 44.25200  0.127
H -0.53200 26.46400 42.72000  0.131
H -2.59000 28.39500 42.64500  0.128
H 1.56600 28.90300 44.31000  0.015
C 0.60500 21.41800 50.42000  -0.327
C -0.35300 21.38000 49.30600  -0.213
O 0.20900 20.85700 48.13700  -0.043
O 0.08400 21.84900 51.57300  -0.024
H 1.48800 22.04100 50.26500  0.116
H 1.01800 20.48800 50.63100  0.111
H -0.56700 22.45900 49.14200  0.124
H -1.10900 20.78000 49.51800  0.094
H -0.48900 20.76500 47.50800  0.087
H 0.69000 22.45200 52.07500  0.132
C 2.92700 27.57100 52.33400  -0.216
C 2.40100 28.02500 53.70700  -0.283
O 1.70900 29.17300 53.65300  -0.102
O 3.07000 26.15400 52.28100  -0.061
H 3.76800 28.10200 52.29000  0.085
H 2.27900 27.85500 51.69000  0.040
H 3.26300 28.32700 54.47100  0.158
H 1.72900 27.34100 54.18500  0.112
H 1.90200 29.68700 54.58200  0.200
H 3.90300 26.08100 51.71200  0.083
C 2.94300 20.16500 46.62000  -0.172
C 2.45500 20.42300 45.11800  -0.189
O 3.19200 21.61900 44.89700  -0.128
O 2.25500 18.86700 47.00500  -0.089
H 2.68300 20.60400 47.54400  0.079
H 4.02800 20.03500 46.52400  0.109
H 1.18600 20.50600 45.34100  0.186
H 2.84900 19.62100 44.42000  0.136
H 4.14500 21.55500 44.98800  0.084
H 1.47300 18.95900 47.41700  -0.026


#b
A 11-piece molecular cluster, C25H74NO21 overall, computed with ωB97M-V/def2-TZVPD.

Properties
E_LUMO: -2.05 eV
HOMO-LUMO gap: 9.46 eV
charge: +1
E_HOMO: -11.509 eV

Each line ends with the Löwdin charge.
Atoms and positions in Å:
C 34.03824 -26.86573 -14.12242  0.012
N 35.31123 -26.09055 -14.01730  -0.275
C 35.45043 -25.21805 -15.31753  0.070
C 35.09804 -25.15518 -12.87583  -0.025
C 36.49517 -27.07153 -13.99798  -0.115
C 37.77265 -26.62055 -13.35685  -0.207
O 38.66835 -27.76459 -13.36302  -0.069
H 34.09278 -27.75277 -13.33781  0.141
H 33.76920 -27.20903 -15.12223  0.094
H 33.26205 -26.19682 -13.76677  0.085
H 34.67814 -24.57652 -15.21874  0.056
H 35.49850 -25.89940 -16.17036  0.101
H 36.34486 -24.67755 -15.28382  0.071
H 35.24067 -25.69099 -11.91020  0.113
H 34.21194 -24.58789 -13.05870  0.073
H 35.83308 -24.23358 -12.76562  0.135
H 36.51508 -27.63583 -14.97549  0.158
H 36.27300 -27.87487 -13.43548  0.073
H 37.47095 -26.22942 -12.27493  0.144
H 38.29792 -25.84685 -14.08485  0.148
H 39.61689 -27.51525 -13.39537  0.053
C 42.64491 -28.04889 -14.88598  -0.356
C 41.80805 -26.86198 -14.47178  -0.247
O 41.64137 -26.87416 -13.04492  -0.104
O 42.89338 -28.14204 -16.21309  -0.087
H 42.25359 -29.04056 -14.49398  0.145
H 43.64005 -27.95123 -14.40114  0.127
H 40.81416 -27.10882 -14.97659  0.120
H 42.32120 -26.00380 -14.85059  0.118
H 42.61189 -26.67199 -12.78386  0.143
H 42.06586 -28.70530 -16.62034  0.138
C 33.89485 -32.02018 -15.99533  -0.259
C 34.23444 -30.49506 -15.64566  -0.150
O 33.33218 -30.13025 -14.58613  -0.125
O 35.00848 -32.48351 -16.65153  -0.092
H 32.98016 -32.01726 -16.64736  0.123
H 33.60938 -32.57326 -15.06028  0.132
H 33.96463 -29.71640 -16.36696  0.118
H 35.19030 -30.45212 -15.43584  0.060
H 32.38085 -30.00534 -14.77629  0.123
H 35.21233 -33.47896 -16.42431  0.163
C 31.33645 -25.50469 -10.96925  -0.255
C 31.18927 -27.01156 -10.60249  -0.188
O 29.83791 -27.44108 -10.88396  -0.083
O 32.62949 -25.06668 -10.96694  -0.030
H 30.71647 -24.87331 -10.10798  0.168
H 30.76977 -25.10841 -11.85025  0.116
H 31.42551 -27.44226 -9.66462  0.111
H 31.59905 -27.69367 -11.30146  0.084
H 29.15560 -26.83413 -10.64560  0.062
H 32.48799 -24.18827 -10.89113  0.034
C 31.39471 -23.33497 -15.32356  -0.326
C 29.93704 -23.62127 -15.09015  -0.209
O 29.63189 -24.86683 -15.62700  -0.045
O 31.67927 -22.21163 -14.65397  -0.020
H 31.61699 -23.05037 -16.35073  0.133
H 31.95584 -24.24818 -15.16097  0.094
H 29.41160 -22.89919 -15.80338  0.153
H 29.55993 -23.57167 -14.01074  0.157
H 28.91647 -25.08255 -15.08602  0.084
H 31.88241 -21.53928 -15.31201  0.111
C 32.12220 -25.77440 -17.32072  -0.354
C 33.04817 -26.54567 -18.28315  -0.187
O 34.04071 -25.71352 -18.86580  -0.039
O 31.36070 -26.50366 -16.56275  -0.023
H 31.40740 -25.34412 -17.88141  0.103
H 32.82053 -25.19000 -16.77274  0.083
H 32.38778 -27.02751 -19.00226  0.130
H 33.61333 -27.28543 -17.76313  0.092
H 33.95360 -25.42591 -19.72875  0.049
H 30.68997 -25.92433 -16.18916  0.028
C 38.86594 -23.06221 -16.66729  -0.312
C 38.43277 -23.65664 -17.95889  -0.215
O 37.64597 -24.79236 -17.58190  -0.107
O 39.87742 -22.10787 -16.80318  -0.057
H 38.95193 -23.67608 -15.76688  0.115
H 38.09039 -22.49575 -16.16460  0.112
H 39.21218 -24.09093 -18.41665  0.077
H 37.87510 -22.72265 -18.55024  0.192
H 37.27289 -25.06315 -18.46917  0.107
H 39.51151 -21.36295 -17.35050  0.119
C 39.51894 -23.39580 -12.19970  -0.136
C 40.30794 -24.09979 -11.07220  -0.237
O 41.57928 -23.57877 -10.99958  -0.033
O 38.14061 -23.84528 -12.26621  -0.066
H 39.85465 -23.38611 -13.15524  0.104
H 39.32086 -22.70152 -11.65177  0.023
H 40.48673 -25.06895 -11.37768  0.069
H 39.71629 -24.16391 -10.07515  0.170
H 42.15370 -23.66057 -11.75817  0.095
H 37.80589 -23.29919 -11.64746  0.017
C 32.64952 -30.54137 -11.05371  -0.304
C 33.50290 -31.33777 -10.07146  -0.210
O 32.82634 -32.43889 -9.40841  -0.036
O 33.28821 -29.64529 -11.78731  -0.067
H 31.66316 -30.30189 -10.71190  0.112
H 32.29865 -31.24934 -11.94416  0.159
H 33.94703 -30.63177 -9.45758  0.078
H 34.43701 -31.70405 -10.53834  0.133
H 32.87143 -32.15776 -8.49970  0.075
H 33.16960 -29.91243 -12.68555  0.031
C 35.65280 -27.88833 -9.16814  -0.259
C 36.70750 -26.97322 -8.53536  -0.239
O 36.39280 -26.32569 -7.32266  -0.022
O 35.81071 -28.19106 -10.52927  -0.041
H 34.66262 -27.37985 -8.94649  0.135
H 35.73127 -28.87100 -8.71729  0.110
H 36.76731 -26.10548 -9.18754  0.107
H 37.53699 -27.71125 -8.68900  0.146
H 35.86162 -25.58680 -7.45744  0.052
H 35.09561 -28.55124 -10.93898  -0.008
C 39.22242 -27.71661 -17.57519  -0.180
C 38.00757 -28.58736 -18.10271  -0.207
O 36.80349 -27.87678 -17.89729  -0.079
O 40.42378 -28.54551 -17.54595  -0.158
H 38.95179 -27.48051 -16.60735  0.065
H 39.44823 -26.80045 -18.24226  0.149
H 37.93382 -29.43035 -17.45773  0.113
H 38.16947 -28.82789 -19.07269  0.087
H 36.84627 -27.01745 -18.36671  0.071
H 40.21024 -29.60917 -17.35986  0.198


Stability, highest: #b